C18H33Cl14F3O2 | ωB97M-V with the def2-TZVPD basis set

Last column: Mulliken charge in e.
Positions of all 70 atoms, in Å:
C (0.81242, 5.68303, -1.83890)  -1.08
C (0.12385, 5.07907, -3.03512)  -0.20
O (-1.18750, 4.71451, -2.64131)  -0.23
C (-1.75934, 3.68253, -3.16793)  0.41
O (-1.31799, 2.98372, -3.99515)  -0.54
C (-3.12807, 3.48225, -2.51291)  0.85
F (-3.03352, 2.50238, -1.60092)  -0.21
F (-3.56087, 4.61789, -1.90725)  -0.25
F (-4.02754, 3.10891, -3.44542)  -0.25
H (0.68780, 5.02759, -0.97174)  0.22
H (0.27550, 6.58308, -1.51591)  0.35
H (1.84575, 5.95015, -2.02220)  0.38
H (0.67191, 4.25301, -3.49657)  0.30
H (0.10039, 5.81710, -3.84944)  0.24
Cl (0.85775, 1.75701, 2.98586)  -0.05
C (0.53193, 1.93344, 4.73575)  -0.54
C (0.46299, 3.37654, 5.13506)  -0.50
Cl (-0.91745, 4.27575, 4.44157)  -0.18
H (1.41794, 1.51421, 5.20459)  0.26
H (-0.37413, 1.42260, 5.03850)  0.34
H (1.35268, 3.94665, 4.88384)  0.31
H (0.34949, 3.44851, 6.21781)  0.35
Cl (-0.83938, -1.83557, -3.83197)  -0.17
C (-2.25202, -0.80179, -4.03234)  -0.04
C (-3.45942, -1.35805, -3.32860)  -0.71
Cl (-3.25824, -1.40062, -1.52908)  -0.10
H (-2.52454, -0.78165, -5.09027)  0.39
H (-2.00212, 0.20543, -3.70605)  -0.07
H (-3.57675, -2.41032, -3.59038)  0.29
H (-4.39502, -0.83705, -3.48408)  0.45
Cl (3.11269, 3.02922, -1.85692)  -0.20
C (3.18915, 2.59925, -0.13318)  -0.07
C (4.43142, 1.77466, 0.20594)  -0.33
Cl (4.50045, 0.22435, -0.65985)  -0.17
H (2.29772, 2.05479, 0.17920)  -0.24
H (3.21923, 3.52188, 0.44349)  0.46
H (4.45632, 1.61215, 1.28605)  0.14
H (5.34440, 2.30658, -0.04457)  0.41
Cl (1.45680, -2.48759, 0.03644)  -0.25
C (1.06854, -0.75433, 0.26516)  0.17
C (-0.26022, -0.48853, -0.39652)  0.56
Cl (-0.51384, 1.26930, -0.52572)  -0.14
H (1.84275, -0.20026, -0.25555)  -0.16
H (1.09236, -0.49248, 1.31506)  0.15
H (-1.02829, -0.89263, 0.26347)  -0.18
H (-0.38662, -0.96867, -1.35665)  -0.20
Cl (6.33600, -3.03924, 2.81821)  -0.20
C (4.63334, -3.16111, 3.39613)  -0.50
C (3.80933, -1.97102, 2.92604)  -0.11
Cl (4.52801, -0.41156, 3.43813)  -0.20
H (4.72247, -3.12729, 4.47536)  0.33
H (4.25656, -4.07189, 2.95369)  0.34
H (2.80890, -1.99228, 3.34858)  0.28
H (3.75521, -1.95122, 1.84147)  0.04
Cl (-1.53561, -3.24660, 2.76509)  -0.16
C (-3.12134, -2.70523, 2.21212)  -0.43
C (-3.73552, -3.55517, 1.13817)  0.44
Cl (-3.69596, -5.29208, 1.54295)  -0.17
H (-3.07289, -1.67954, 1.83732)  0.23
H (-3.77905, -2.65568, 3.07714)  0.38
H (-3.28519, -3.42616, 0.16198)  -0.62
H (-4.78582, -3.29368, 1.02217)  0.36
Cl (-1.44731, -7.31657, -0.93675)  -0.19
C (-0.71343, -5.70622, -1.03919)  -0.37
C (-1.58847, -4.73650, -1.75676)  0.60
Cl (-1.81989, -5.18487, -3.48211)  -0.18
H (0.29245, -5.78484, -1.45461)  0.39
H (-0.50647, -5.33838, -0.02755)  0.19
H (-1.18025, -3.72801, -1.76908)  -0.44
H (-2.57442, -4.67285, -1.30378)  -0.04

2S+1	1
gap between HOMO and LUMO	10.629	eV
highest occupied orbital energy	-10.380	eV
ΔE to the lowest compared entry with this formula, charge and spin	0.000	eV
SMILES string	CCOC(=O)C(F)(F)F.ClCCCl.ClCCCl.ClCCCl.ClCCCl.ClCCCl.ClCCCl.ClCCCl

***

C18H33F3O30S7 | ωB97M-V with the def2-TZVPD basis set

Last column: Mulliken charge in e.
Positions of all 91 atoms, in Å:
C (-4.19027, 2.63743, -1.75003)  -1.42
C (-3.37347, 2.37127, -0.51337)  1.47
O (-4.23803, 1.97629, 0.57790)  -0.37
C (-3.88958, 1.03083, 1.34741)  0.24
O (-2.92453, 0.50373, 1.32142)  -0.42
C (-5.00216, 0.66201, 2.32419)  0.89
F (-5.44165, -0.57986, 2.01615)  -0.26
F (-4.54398, 0.58872, 3.55867)  -0.25
F (-6.00229, 1.48590, 2.27045)  -0.24
H (-4.60172, 1.77012, -2.25609)  0.31
H (-3.65444, 3.34977, -2.37238)  0.29
H (-5.09572, 3.18721, -1.44806)  0.43
H (-2.80476, 3.23627, -0.17303)  -0.44
H (-2.61018, 1.62033, -0.73810)  -0.28
C (-1.25250, 7.78701, -0.35583)  -0.40
C (-2.07515, 6.98846, -1.31474)  -0.23
O (-2.28349, 5.69068, -0.66965)  -0.30
S (-1.15925, 5.42727, 0.45870)  1.25
O (-0.28632, 4.41247, 0.01719)  -0.48
O (-1.79641, 5.26228, 1.69353)  -0.63
O (-0.44254, 6.84238, 0.35926)  -0.35
H (-1.81590, 8.37369, 0.37706)  0.31
H (-0.63359, 8.55779, -0.81251)  0.32
H (-1.59718, 6.77035, -2.27126)  0.20
H (-3.09633, 7.34069, -1.44830)  0.30
C (3.58032, -4.21425, 0.39324)  0.02
C (4.03171, -5.34741, -0.49430)  -0.23
O (3.84439, -6.50004, 0.37604)  -0.41
S (2.77060, -6.23619, 1.52612)  1.10
O (3.40997, -6.25264, 2.78268)  -0.57
O (1.63103, -7.03034, 1.32765)  -0.54
O (2.40528, -4.73081, 1.06051)  -0.20
H (3.38986, -3.27895, -0.13394)  0.03
H (4.33253, -3.94006, 1.14989)  0.22
H (5.07877, -5.20932, -0.74979)  0.34
H (3.42879, -5.51071, -1.38774)  0.27
C (0.50201, 2.58609, -2.37139)  0.00
C (-0.57683, 3.56876, -2.83909)  0.60
O (-1.43867, 2.80909, -3.72846)  -0.41
S (-0.97471, 1.28768, -3.86023)  0.95
O (-1.03768, 1.02625, -5.23461)  -0.68
O (-1.60665, 0.42636, -2.96882)  -0.28
O (0.53507, 1.61849, -3.43702)  -0.32
H (0.25144, 2.20832, -1.38563)  -0.11
H (1.45298, 3.10237, -2.36166)  0.57
H (-0.30533, 4.49205, -3.34863)  0.23
H (-1.26571, 3.86045, -2.04843)  -0.53
C (2.00498, -1.18208, 4.57769)  0.13
C (1.83788, -2.05702, 5.88099)  -0.32
O (3.12393, -1.93158, 6.48497)  -0.36
S (3.57611, -0.41397, 6.34177)  1.01
O (4.93055, -0.32779, 6.58850)  -0.53
O (2.64796, 0.44492, 6.98150)  -0.57
O (3.19781, -0.40657, 4.77663)  -0.16
H (1.15021, -0.50670, 4.49733)  -0.04
H (2.08981, -1.78859, 3.68731)  0.20
H (1.59193, -3.09777, 5.69006)  0.36
H (1.04334, -1.67919, 6.52963)  0.27
C (2.87940, -0.72364, -4.05719)  -0.53
C (1.65659, -1.26142, -3.32318)  0.42
O (2.04041, -2.54937, -2.81590)  -0.03
S (3.54524, -2.92518, -3.20939)  1.13
O (3.63216, -4.22565, -3.68521)  -0.59
O (4.40617, -2.55296, -2.16953)  -0.60
O (3.65072, -1.90251, -4.43378)  -0.46
H (3.53665, -0.17171, -3.37068)  0.35
H (2.71825, -0.16634, -4.97284)  0.29
H (0.85825, -1.41185, -4.05410)  0.25
H (1.36966, -0.54702, -2.56313)  -0.22
C (-0.12521, -0.34192, 1.00902)  0.58
C (0.05153, 0.94158, 1.84733)  0.04
O (1.40703, 0.94714, 2.23707)  -0.49
S (2.30280, 0.26354, 1.10252)  0.97
O (3.45492, -0.30998, 1.60294)  -0.52
O (2.36108, 1.13685, -0.00590)  -0.61
O (1.17855, -0.86705, 0.80138)  -0.11
H (-0.64665, -0.10737, 0.07533)  -0.35
H (-0.72824, -1.09871, 1.50447)  0.24
H (-0.58252, 0.86506, 2.72823)  0.39
H (-0.24268, 1.85288, 1.32486)  -0.13
C (-2.67516, -2.45443, -0.66970)  0.03
C (-3.29995, -3.80729, -0.84041)  -0.52
O (-2.26264, -4.78101, -0.97746)  -0.37
S (-0.84791, -4.02324, -1.25707)  1.26
O (-0.24450, -4.50033, -2.41453)  -0.60
O (-0.14978, -3.96140, -0.03130)  -0.54
O (-1.51691, -2.57504, -1.50030)  -0.16
H (-2.47045, -2.22799, 0.38359)  0.03
H (-3.20324, -1.56802, -1.01220)  0.28
H (-3.93544, -3.87983, -1.73121)  0.30
H (-3.94039, -4.14775, -0.02310)  0.30

2S+1	1
gap between HOMO and LUMO	10.134	eV
highest occupied orbital energy	-10.542	eV
ΔE to the lowest compared entry with this formula, charge and spin	0.000	eV

***

C18H33FeO18 | ωB97M-V with the def2-TZVPD basis set

Last column: Löwdin spin population.
Positions of all 70 atoms, in Å:
Fe (0.33768, 0.86131, -1.09378)  4.30
C (-0.17303, -2.19138, -3.74693)  0.01
C (0.00017, -1.11471, -2.71101)  0.02
O (-0.77361, -0.10695, -2.59346)  0.10
O (0.95129, -1.01898, -1.90106)  0.10
H (0.34793, -3.07221, -3.37164)  0.00
H (0.02396, -1.86215, -4.76717)  0.00
H (-1.24138, -2.38413, -3.84470)  0.00
C (-0.24060, -1.39821, 2.25556)  0.01
C (-0.01044, -0.35074, 1.14854)  0.02
O (-0.91203, 0.26152, 0.54070)  0.08
O (1.09590, -0.04090, 0.72049)  0.09
H (0.66783, -1.94458, 2.50922)  0.00
H (-0.99184, -2.09680, 1.88716)  0.00
H (-0.68111, -0.91911, 3.12992)  0.00
C (3.48580, 3.29439, -1.99775)  0.01
C (2.18263, 2.55716, -1.75235)  0.02
O (1.45270, 1.87164, -2.52568)  0.09
O (1.75042, 2.41690, -0.61678)  0.09
H (3.34292, 3.37308, -3.07548)  0.00
H (4.23014, 2.52276, -1.80114)  0.00
H (3.69413, 4.29643, -1.62275)  0.00
C (2.06170, 1.75098, 3.48570)  0.00
O (2.27165, 2.99101, 2.84329)  0.00
C (1.78371, 4.12555, 3.34244)  0.00
O (0.90587, 4.13923, 4.23945)  0.00
O (2.21210, 5.16915, 2.63968)  0.00
C (1.87112, 6.51203, 3.02403)  0.00
H (2.72669, 0.99482, 3.06844)  0.00
H (1.01354, 1.45314, 3.51295)  0.00
H (2.22871, 1.83358, 4.55966)  0.00
H (2.75997, 6.75005, 3.60833)  0.00
H (1.01953, 6.68791, 3.68126)  0.00
H (2.05103, 7.01219, 2.07242)  0.00
C (-3.75537, -6.48436, -2.33589)  0.00
O (-3.65761, -5.08445, -2.27223)  0.00
C (-3.06504, -4.30925, -1.28804)  0.00
O (-2.48791, -4.68155, -0.23861)  0.00
O (-3.47895, -2.92424, -1.40689)  0.00
C (-3.20424, -2.02529, -0.34379)  0.00
H (-2.86258, -6.93494, -1.90229)  0.00
H (-3.74561, -6.91447, -3.33739)  0.00
H (-4.63923, -6.83175, -1.80091)  0.00
H (-2.14393, -1.98134, -0.09498)  0.00
H (-3.87398, -2.23679, 0.48976)  0.00
H (-3.54495, -1.03398, -0.64267)  0.00
C (-3.86395, 3.98803, -2.79883)  0.00
O (-2.92244, 3.07127, -2.39968)  0.00
C (-1.82102, 3.27246, -1.51388)  0.01
O (-0.97145, 2.41314, -1.32527)  0.04
O (-2.01716, 4.37272, -0.86782)  0.00
C (-1.16902, 4.92167, 0.14628)  0.00
H (-4.19694, 3.79281, -3.81820)  0.00
H (-3.40188, 4.97515, -2.81200)  0.00
H (-4.67671, 4.12850, -2.08624)  0.00
H (-1.27648, 4.37376, 1.08241)  0.00
H (-1.67318, 5.87889, 0.27918)  0.00
H (-0.10988, 5.00321, -0.09803)  0.00
C (0.64583, -4.41894, -0.39264)  0.00
O (1.96248, -4.25838, 0.16401)  0.00
C (2.17504, -4.27584, 1.49098)  0.00
O (1.29371, -4.47113, 2.35264)  0.00
O (3.55545, -4.25090, 1.61902)  0.00
C (4.05026, -4.03715, 2.95424)  0.00
H (0.68908, -4.13726, -1.44473)  0.00
H (-0.15615, -3.83227, 0.05542)  0.00
H (0.20905, -5.39563, -0.18430)  0.00
H (3.51866, -3.35244, 3.61505)  0.00
H (5.07893, -3.69453, 2.84223)  0.00
H (4.09220, -4.99845, 3.46633)  0.00

2S+1	6
<S²>	8.76
gap between HOMO and LUMO (alpha / beta)	9.802 / 8.740	eV
highest occupied orbital energy (alpha / beta)	-9.360 / -9.372	eV

***

C18H33N3O9SSc | ωB97M-V with the def2-TZVPD basis set

Last column: Mulliken charge in e.
Positions of all 65 atoms, in Å:
Sc (0.49660, 0.83940, -1.62927)  1.05
C (3.28751, -0.61688, -2.07946)  -0.82
C (2.26216, -1.72392, -2.15904)  -0.50
O (1.06161, -1.25415, -1.49335)  -0.19
C (0.02650, -2.28413, -1.46832)  -0.69
C (-1.26733, -1.60270, -1.11769)  -0.15
O (-1.28504, -0.35600, -1.87685)  -0.37
C (-2.58820, 0.28659, -1.89477)  -0.55
C (-2.40759, 1.54076, -2.70151)  -0.63
O (-1.17129, 2.13951, -2.21880)  0.12
C (-0.91305, 3.46103, -2.77090)  -0.58
C (0.39650, 3.90889, -2.17482)  -0.61
O (1.26257, 2.75128, -2.28974)  -0.28
C (2.67321, 3.00707, -2.10305)  -0.60
C (3.35855, 1.77770, -2.64336)  -0.53
O (2.55858, 0.63491, -2.20275)  -0.10
H (3.99878, -0.70132, -2.90077)  0.56
H (3.82938, -0.60149, -1.13514)  0.43
H (2.62563, -2.62447, -1.66358)  0.35
H (2.00416, -1.95950, -3.19319)  0.46
H (0.28531, -3.02631, -0.71300)  0.36
H (-0.00967, -2.73768, -2.45979)  0.55
H (-1.35767, -1.36823, -0.05617)  -0.14
H (-2.11108, -2.21982, -1.42756)  0.61
H (-2.88805, 0.48991, -0.86450)  0.30
H (-3.31366, -0.37963, -2.36126)  0.52
H (-3.23521, 2.23244, -2.54354)  0.39
H (-2.29859, 1.33748, -3.76816)  0.40
H (-1.72361, 4.13609, -2.49607)  0.39
H (-0.85515, 3.37472, -3.85708)  0.37
H (0.31370, 4.18444, -1.12166)  0.31
H (0.81481, 4.74179, -2.73928)  0.53
H (2.86509, 3.16621, -1.04002)  0.25
H (2.96748, 3.89431, -2.66328)  0.48
H (4.36889, 1.68989, -2.24510)  0.44
H (3.38519, 1.76056, -3.73231)  0.35
C (-2.35385, -4.46991, 2.17028)  -1.12
C (-1.79307, -3.63973, 3.31843)  -0.61
S (-1.04923, -2.15618, 2.70212)  1.28
O (-2.03686, -1.34859, 2.00674)  -0.73
O (0.14852, -2.47072, 1.93764)  -0.70
C (-0.56942, -1.25770, 4.16890)  -1.04
C (0.39818, -0.10920, 3.87734)  -0.87
N (0.12010, 0.60413, 2.60853)  0.21
C (0.88813, 0.51215, 1.51604)  1.33
N (0.30841, 1.14965, 0.48008)  0.23
C (-0.87641, 1.68791, 0.96254)  -0.92
C (-0.98724, 1.34887, 2.25781)  -0.48
N (-2.08440, 1.69265, 3.13775)  1.11
O (-1.97283, 1.38512, 4.30352)  -0.60
O (-3.00577, 2.26518, 2.61140)  -0.58
C (2.21437, -0.15025, 1.47069)  -1.53
H (-2.80650, -5.37047, 2.58006)  0.43
H (-1.56450, -4.77930, 1.48617)  0.30
H (-3.12305, -3.92005, 1.63036)  0.32
H (-1.00648, -4.16252, 3.86507)  0.43
H (-2.57186, -3.32461, 4.01535)  0.44
H (-0.08191, -1.96208, 4.84434)  0.61
H (-1.49164, -0.90529, 4.62765)  0.54
H (1.41259, -0.48495, 3.79035)  0.45
H (0.35906, 0.60810, 4.69238)  0.34
H (-1.55645, 2.28076, 0.37718)  0.90
H (2.86635, 0.24016, 2.25301)  0.70
H (2.68648, 0.06657, 0.51626)  -0.23
H (2.11229, -1.22845, 1.59715)  0.32

2S+1	1
gap between HOMO and LUMO	9.353	eV
highest occupied orbital energy	-18.452	eV
charge	+3